Record 1
C47H79F6N5O29RbS7 as an isolated structure. Source: the Open Molecules 2025 dataset; level of theory: the ωB97M-V functional and the def2-TZVPD basis.

Last column: Löwdin charge in e.
Element x y z (Å)
Rb: -2.13 0.49 1.72  0.8150
C: 0.09 3.15 -1.20  -0.6368
F: 0.57 2.22 -2.06  0.1048
F: 0.48 4.32 -1.60  0.1859
F: -1.23 3.09 -1.24  0.1308
S: 0.62 2.71 0.62  0.6811
O: 1.94 3.23 0.77  -0.2770
O: -0.36 3.39 1.49  -0.3341
N: 0.38 0.99 0.70  -0.4308
S: 1.74 0.32 0.61  0.5362
O: 2.36 0.43 -0.70  -0.3123
O: 2.59 0.53 1.78  -0.3076
C: 1.27 -1.71 0.78  -0.5206
F: 2.31 -2.30 1.37  0.1358
F: 0.25 -1.85 1.66  0.0485
F: 0.87 -2.20 -0.42  0.1063
C: -4.84 2.73 0.41  -0.0368
C: -5.33 1.56 -0.52  -0.4676
C: -4.58 1.79 -1.86  -0.1472
C: -4.64 0.57 -2.78  -0.1789
C: -4.17 -0.65 -2.06  -0.2044
C: -4.84 -1.06 -0.81  -0.4841
N: -4.85 0.24 -0.05  -0.2226
O: -5.06 0.06 1.38  -0.3961
C: -3.94 -2.16 -0.22  -0.0631
C: -6.26 -1.71 -0.96  -0.0289
C: -6.89 1.50 -0.77  -0.0226
H: -4.95 3.63 -0.19  0.0750
H: -3.80 2.57 0.72  0.0414
H: -5.59 2.77 1.20  0.0713
H: -3.56 2.01 -1.54  0.0915
H: -4.89 2.69 -2.39  0.1123
H: -4.15 0.72 -3.74  0.1110
H: -5.69 0.37 -3.03  0.0963
H: -3.10 -0.49 -1.94  0.1124
H: -4.29 -1.43 -2.81  0.1217
H: -3.85 -2.92 -0.99  0.0761
H: -4.11 -2.59 0.76  0.0828
H: -2.96 -1.76 0.07  0.0297
H: -6.46 -2.76 -0.77  0.0628
H: -6.77 -1.53 -1.90  0.0712
H: -6.82 -1.42 -0.07  0.0675
H: -7.34 0.75 -0.12  0.0659
H: -7.18 1.04 -1.72  0.0538
H: -7.36 2.48 -0.88  0.0687
C: 5.28 -1.03 -2.12  -0.0495
O: 6.08 -0.71 -1.03  0.0231
C: 5.81 -1.42 0.06  -0.5194
O: 4.91 -2.22 0.26  0.1173
O: 6.71 -1.06 1.05  -0.0395
C: 6.54 -1.53 2.35  -0.0702
H: 5.33 -2.10 -2.35  0.0889
H: 5.62 -0.40 -2.94  0.0981
H: 4.21 -0.85 -2.01  0.0777
H: 6.03 -2.49 2.45  0.0954
H: 5.87 -0.77 2.76  0.0880
H: 7.38 -1.40 3.04  0.0908
C: 6.34 2.19 1.00  -0.0482
C: 5.09 2.52 0.47  -0.0471
C: 5.02 3.06 -0.81  0.0245
C: 6.19 3.22 -1.61  -0.1382
C: 7.40 2.90 -1.02  -0.0398
C: 7.54 2.39 0.25  -0.0488
N: 5.96 3.51 -3.02  -0.3568
O: 4.92 4.09 -3.23  0.0644
O: 6.70 3.10 -3.90  0.0740
H: 6.37 1.77 2.00  0.0998
H: 4.20 2.27 1.03  0.0750
H: 4.06 3.24 -1.28  0.1069
H: 8.26 3.00 -1.66  0.1135
H: 8.49 2.06 0.64  0.1036
C: 2.28 2.52 -4.60  -0.0776
C: 1.52 2.78 -5.74  -0.0817
C: 1.81 2.04 -6.85  -0.0048
C: 2.88 1.07 -6.88  -0.1112
C: 3.59 0.83 -5.68  0.0077
C: 3.27 1.53 -4.53  -0.0521
N: 3.26 0.37 -8.09  -0.3896
O: 2.99 0.94 -9.12  0.0797
O: 3.78 -0.70 -7.99  0.0981
H: 2.14 3.29 -3.86  0.0956
H: 0.69 3.46 -5.71  0.1116
H: 1.20 2.37 -7.68  0.1110
H: 4.37 0.08 -5.66  0.1180
H: 3.82 1.30 -3.62  0.0950
C: 3.10 -4.94 -0.64  -0.0684
C: 3.73 -6.18 -0.43  -0.0488
C: 4.44 -6.81 -1.48  0.0100
C: 4.57 -6.10 -2.74  -0.0955
C: 4.11 -4.75 -2.82  -0.0024
C: 3.35 -4.21 -1.78  -0.0843
N: 5.11 -6.66 -4.05  -0.2910
O: 4.62 -6.35 -5.18  0.0489
O: 5.89 -7.64 -3.84  0.0171
H: 2.46 -4.48 0.10  0.0875
H: 3.56 -6.66 0.53  0.0970
H: 4.89 -7.78 -1.30  0.1007
H: 4.24 -4.17 -3.72  0.1101
H: 2.97 -3.20 -1.82  0.0880
O: -3.18 3.64 5.99  -0.2940
S: -3.48 3.08 4.68  0.6941
O: -2.72 1.97 4.11  -0.3736
O: -5.10 2.87 4.51  -0.2383
C: -5.91 3.90 4.90  -0.3407
C: -6.78 4.56 3.82  -0.0448
C: -3.42 4.48 3.49  -0.0836
H: -5.36 4.61 5.52  0.1087
H: -6.58 3.48 5.65  0.1237
H: -7.34 5.36 4.30  0.0801
H: -7.51 3.86 3.42  0.0828
H: -6.15 4.90 3.00  0.0626
H: -2.37 4.48 3.20  0.0559
H: -3.63 5.43 3.97  0.0808
H: -4.01 4.09 2.65  0.0478
O: 1.64 7.50 -0.74  -0.3082
S: 0.53 7.85 0.19  0.7307
O: 0.30 9.24 0.54  -0.3110
O: -0.90 7.24 -0.45  -0.2890
C: -2.08 7.68 0.19  -0.3058
C: -3.29 7.16 -0.60  -0.0586
C: 0.47 6.68 1.69  -0.0640
H: -2.07 8.77 0.22  0.1112
H: -2.18 7.30 1.21  0.1064
H: -4.23 7.48 -0.16  0.0761
H: -3.27 6.07 -0.70  0.0694
H: -3.37 7.48 -1.64  0.0767
H: 0.35 7.26 2.60  0.0627
H: 1.45 6.20 1.75  0.0645
H: -0.37 6.02 1.50  0.0356
O: 1.40 -5.91 2.63  -0.3019
S: 0.16 -6.39 2.02  0.6865
O: 0.10 -7.01 0.68  -0.3021
O: -0.49 -7.47 3.12  -0.2548
C: -1.85 -7.82 2.94  -0.3229
C: -2.35 -8.89 3.88  -0.0567
C: -1.05 -5.01 2.13  -0.0956
H: -1.94 -8.18 1.92  0.1150
H: -2.45 -6.92 2.86  0.0997
H: -1.86 -9.85 3.75  0.0849
H: -3.40 -9.03 3.60  0.0812
H: -2.37 -8.56 4.92  0.0803
H: -1.38 -4.93 3.16  0.0714
H: -1.81 -5.37 1.43  0.0621
H: -0.57 -4.10 1.78  0.0519
O: 2.16 -1.97 -4.15  -0.3008
S: 0.69 -2.13 -4.16  0.6978
O: -0.02 -2.62 -5.34  -0.2905
O: 0.32 -3.13 -2.88  -0.2961
C: -1.02 -3.59 -2.87  -0.2852
C: -1.34 -4.06 -1.48  -0.0686
C: -0.02 -0.61 -3.45  -0.0853
H: -1.02 -4.44 -3.55  0.1250
H: -1.68 -2.79 -3.21  0.1102
H: -0.56 -4.72 -1.09  0.0785
H: -2.26 -4.65 -1.51  0.0857
H: -1.59 -3.21 -0.85  0.0490
H: 0.05 -0.61 -2.36  0.0608
H: -1.01 -0.40 -3.86  0.0702
H: 0.60 0.21 -3.81  0.0452
O: 1.59 1.36 6.02  -0.2838
S: 0.48 0.58 5.49  0.7260
O: -0.13 0.75 4.12  -0.3705
O: 0.86 -1.02 5.71  -0.2591
C: 0.24 -2.03 4.93  -0.2802
C: 0.94 -3.38 5.10  -0.0404
C: -0.90 0.74 6.70  -0.0864
H: 0.26 -1.73 3.88  0.0888
H: -0.81 -2.10 5.21  0.1208
H: 1.99 -3.30 4.83  0.0868
H: 0.51 -4.14 4.46  0.0495
H: 1.02 -3.76 6.12  0.0789
H: -1.78 0.48 6.11  0.0502
H: -0.90 1.83 6.79  0.0568
H: -0.73 0.20 7.64  0.0738

Calculated values
E_LUMO = 1.3 eV
charge = -1
HOMO energy = -3.66 eV
calculated total energy = -209639.6238 eV


Record 2
A 11-piece molecular cluster, C47H83N3O25 overall. Source: the Open Molecules 2025 dataset; level of theory: the ωB97M-V functional and the def2-TZVPD basis.

Last column: Löwdin charge in e.
Element x y z (Å)
C: 9.05 6.01 3.52  -0.1011
O: 10.36 6.62 3.39  -0.1829
C: 11.44 6.02 4.12  -0.1769
C: 11.49 6.57 5.58  -0.1942
O: 10.49 5.88 6.30  -0.1819
C: 9.79 6.66 7.26  -0.1186
H: 8.39 6.46 4.26  0.0749
H: 8.96 4.93 3.65  0.0849
H: 8.57 6.15 2.55  0.0780
H: 12.34 6.20 3.54  0.1175
H: 11.36 4.93 4.12  0.1183
H: 11.23 7.62 5.55  0.1166
H: 12.49 6.58 6.00  0.1175
H: 9.20 7.47 6.81  0.0785
H: 10.32 7.21 8.04  0.0837
H: 9.01 6.05 7.73  0.0858
C: -3.36 -0.17 9.60  -0.0949
O: -3.19 -0.85 10.85  -0.1983
C: -3.53 -2.24 10.95  -0.1775
C: -3.16 -3.31 9.87  -0.1725
O: -3.78 -2.86 8.65  -0.2193
C: -3.59 -3.82 7.68  -0.1423
H: -2.58 -0.59 8.97  0.0807
H: -3.04 0.84 9.88  0.0859
H: -4.36 -0.20 9.17  0.0900
H: -4.61 -2.38 11.07  0.1142
H: -3.10 -2.49 11.92  0.1189
H: -3.55 -4.27 10.19  0.1218
H: -2.10 -3.29 9.63  0.1213
H: -2.57 -3.70 7.31  0.0929
H: -4.16 -3.55 6.79  0.0872
H: -3.96 -4.80 7.95  0.0922
C: -11.65 -5.60 -3.50  -0.0869
O: -10.47 -4.84 -3.78  -0.1536
C: -9.29 -5.54 -3.59  -0.2605
C: -8.04 -4.68 -3.52  -0.1828
O: -8.02 -3.73 -2.44  -0.1742
C: -7.32 -2.56 -2.71  -0.1381
H: -12.53 -4.97 -3.37  0.0871
H: -11.65 -6.26 -2.63  0.0806
H: -11.70 -6.31 -4.33  0.0846
H: -9.08 -6.30 -4.34  0.1258
H: -9.17 -6.13 -2.68  0.1218
H: -7.99 -4.15 -4.48  0.1199
H: -7.19 -5.33 -3.35  0.1286
H: -7.90 -1.64 -2.59  0.0798
H: -6.84 -2.52 -3.69  0.0853
H: -6.59 -2.48 -1.90  0.0825
C: 3.84 -0.32 -7.84  -0.1269
O: 3.74 -0.61 -9.20  -0.2173
C: 4.07 0.51 -10.08  -0.1508
C: 3.70 0.11 -11.58  -0.1727
O: 2.34 -0.36 -11.70  -0.2100
C: 1.79 -0.28 -13.05  -0.0784
H: 3.65 -1.23 -7.27  0.0931
H: 3.07 0.44 -7.71  0.0864
H: 4.82 0.11 -7.65  0.0812
H: 5.12 0.76 -9.90  0.1163
H: 3.45 1.37 -9.83  0.1117
H: 4.42 -0.64 -11.90  0.1165
H: 3.77 1.03 -12.16  0.1090
H: 0.77 -0.64 -13.19  0.0818
H: 2.45 -0.91 -13.66  0.0817
H: 1.79 0.78 -13.33  0.0782
C: -2.14 -7.64 -6.65  -0.0552
O: -3.52 -8.02 -7.07  -0.1894
C: -3.57 -9.18 -7.85  -0.2375
C: -4.57 -9.04 -9.01  -0.1920
O: -5.88 -8.95 -8.39  -0.1558
C: -6.87 -9.58 -9.21  -0.1256
H: -2.24 -6.87 -5.89  0.0849
H: -1.67 -7.41 -7.60  0.0828
H: -1.53 -8.43 -6.22  0.0751
H: -3.79 -10.01 -7.18  0.1267
H: -2.64 -9.50 -8.32  0.1122
H: -4.36 -9.87 -9.68  0.1109
H: -4.37 -8.29 -9.79  0.1233
H: -7.85 -9.52 -8.73  0.0820
H: -6.88 -10.64 -9.44  0.0766
H: -6.92 -9.18 -10.23  0.0809
C: 3.86 -0.66 7.24  -0.3401
O: 4.60 -1.23 6.44  -0.0033
N: 4.06 0.61 7.61  -0.2077
C: 3.24 1.06 8.73  -0.0508
C: 5.05 1.44 7.10  -0.0768
H: 2.99 -1.15 7.69  0.1329
H: 3.89 1.05 9.60  0.0925
H: 2.34 0.49 8.95  0.0849
H: 2.84 2.06 8.53  0.0880
H: 4.57 2.23 6.52  0.0927
H: 5.49 2.06 7.88  0.0872
H: 5.92 1.13 6.53  0.1004
C: -1.23 4.62 -3.58  -0.3824
O: -0.88 3.54 -3.22  0.0381
N: -0.39 5.59 -4.03  -0.1683
C: -1.04 6.84 -4.54  -0.0613
C: 1.07 5.32 -4.18  -0.0390
H: -2.21 5.11 -3.45  0.1298
H: -0.61 7.07 -5.52  0.0800
H: -0.94 7.61 -3.77  0.0850
H: -2.06 6.86 -4.93  0.0801
H: 1.35 5.06 -5.20  0.0762
H: 1.69 6.21 -4.13  0.0771
H: 1.46 4.51 -3.56  0.0848
C: -10.66 2.27 0.54  -0.3567
O: -10.06 3.33 0.53  0.0075
N: -10.14 1.24 1.19  -0.1875
C: -10.71 -0.09 1.15  -0.0711
C: -9.00 1.43 2.10  -0.0324
H: -11.56 1.95 0.01  0.1360
H: -11.41 -0.40 1.93  0.0806
H: -9.92 -0.84 1.18  0.0854
H: -11.38 -0.27 0.31  0.0819
H: -8.43 2.30 1.79  0.0865
H: -9.21 1.38 3.17  0.0908
H: -8.33 0.59 1.92  0.0790
C: 1.12 9.86 8.07  0.0508
C: 1.79 11.02 8.16  -0.2108
C: 1.14 12.33 8.63  -0.2927
O: 1.75 13.36 8.94  0.1069
C: -0.33 12.14 8.68  0.0618
C: -1.05 11.00 8.40  -0.1779
C: -0.34 9.63 8.16  -0.2640
O: -0.86 8.49 8.19  0.0784
O: -2.42 10.97 8.31  0.0870
O: 3.11 11.08 7.88  0.0967
H: 1.53 8.91 7.74  0.1281
H: -0.88 13.07 8.70  0.1248
H: -2.68 10.05 8.22  0.1033
H: 3.42 11.98 8.03  0.1077
C: -0.27 -0.60 1.72  0.0779
C: 0.87 -0.94 1.00  -0.2005
C: 2.15 -0.18 1.05  -0.2634
O: 3.14 -0.57 0.42  0.0966
C: 1.91 1.20 1.67  0.0996
C: 0.75 1.52 2.31  -0.2012
C: -0.40 0.64 2.40  -0.3627
O: -1.42 1.00 2.99  0.1063
O: 0.58 2.79 2.86  0.0681
O: 1.00 -2.10 0.34  0.0969
H: -1.06 -1.34 1.67  0.1334
H: 2.67 1.98 1.60  0.1224
H: -0.18 2.89 3.44  0.1043
H: 1.85 -2.45 0.07  0.1223
C: 7.01 -7.95 -5.15  0.0721
C: 7.81 -8.11 -6.13  -0.3006
C: 8.84 -7.14 -6.56  -0.2953
O: 9.50 -7.33 -7.60  0.1047
C: 8.88 -5.95 -5.76  0.0708
C: 8.05 -5.73 -4.74  -0.2142
C: 6.88 -6.59 -4.49  -0.2293
O: 5.81 -6.23 -3.90  0.0659
O: 8.27 -4.69 -3.87  0.1073
O: 7.74 -9.20 -6.86  0.1216
H: 6.30 -8.70 -4.82  0.1409
H: 9.65 -5.22 -5.95  0.1402
H: 7.45 -4.71 -3.36  0.1010
H: 8.31 -9.16 -7.63  0.1151

Calculated values
E_LUMO = -1.9 eV
SMILES = O=C1C=C(O)C(=O)C=C1O.O=C1C=C(O)C(=O)C=C1O.O=C1C=C(O)C(=O)C=C1O.CN(C)C=O.CN(C)C=O.CN(C)C=O.COCCOC.COCCOC.COCCOC.COCCOC.COCCOC
HOMO energy = -9.17 eV
calculated total energy = -105726.5440 eV